C2H6N2O2 | ωB97M-V/def2-TZVPD

Last column: Mulliken charge in e.
Atoms and positions in Å:
N1 1.29 0.91 -0.66  -0.39
C1 1.24 -0.40 -0.13  0.44
O1 2.19 -1.16 0.25  -0.58
C2 -0.39 -0.70 0.07  0.18
N2 -0.97 0.47 0.84  -0.79
O2 -1.32 -0.85 -1.06  -0.52
H1 2.14 1.55 -0.93  0.27
H2 0.60 1.44 -0.51  0.20
H3 -0.63 -1.64 0.73  0.31
H4 -1.89 0.13 1.02  0.29
H5 -0.80 0.36 2.03  0.27
H6 -1.47 -0.12 -1.64  0.31

Output
E_LUMO = 0.024 hartree
structure (SMILES) = NC(=O)[C@@H](N)O
E_tot = -9244.1090 eV
relative energy (zero: lowest compared OMol25 entry of this formula, charge and spin) = 3.209 eV
Kohn-Sham gap = 10.667 eV
2S+1 = 1



C4H8O3 | ωB97M-V/def2-TZVPD

Last column: Mulliken charge in e.
Atoms and positions in Å:
O1 -2.25 0.06 -0.58  -0.57
C1 -1.42 -0.46 0.43  -0.63
C2 0.01 -0.02 0.08  1.13
C3 1.24 -0.69 0.65  -0.68
O2 2.41 -0.21 0.03  -0.54
C4 0.05 1.35 -0.40  -0.55
O3 0.08 0.24 -1.33  -0.65
H1 -1.65 0.03 -1.36  0.37
H2 -1.71 -0.03 1.40  0.28
H3 -1.53 -1.55 0.48  0.32
H4 1.32 -0.45 1.71  0.30
H5 1.15 -1.78 0.55  0.30
H6 2.28 -0.34 -0.93  0.33
H7 0.95 1.94 -0.49  0.33
H8 -0.88 1.90 -0.27  0.26

Output
E_LUMO = 0.030 hartree
structure (SMILES) = OCC1(CO)CO1
E_tot = -10418.3664 eV
relative energy (zero: lowest compared OMol25 entry of this formula, charge and spin) = 2.637 eV
Kohn-Sham gap = 11.077 eV
2S+1 = 1



C34H39CaIN8O2 | ωB97M-V/def2-TZVPD

Last column: Mulliken charge in e.
Atoms and positions in Å:
Ca1 -0.09 0.10 0.09  2.27
C1 -0.76 3.18 0.89  -1.23
N1 0.08 2.57 -0.16  0.34
C2 -0.34 2.98 -1.50  -0.94
C3 -1.73 2.48 -1.84  0.45
C4 -2.67 3.31 -2.43  -1.07
C5 -3.94 2.80 -2.68  -0.63
C6 -4.22 1.50 -2.32  -1.15
C7 -3.21 0.74 -1.74  -0.68
N2 -1.98 1.21 -1.52  1.14
C8 1.50 2.91 0.03  -1.26
C9 2.40 2.12 -0.90  0.40
C10 3.52 2.71 -1.47  -1.08
C11 4.36 1.94 -2.26  -0.75
C12 4.04 0.61 -2.47  -1.23
C13 2.90 0.10 -1.87  -0.45
N3 2.09 0.83 -1.10  1.09
C14 -2.01 2.41 1.30  0.75
C15 -3.13 3.10 1.74  -1.08
C16 -4.22 2.39 2.20  -0.47
C17 -4.17 1.01 2.22  -0.89
C18 -3.02 0.40 1.77  -0.61
N4 -1.96 1.08 1.32  0.28
H1 -1.05 4.20 0.60  0.44
H2 -0.15 3.27 1.80  0.57
H3 0.36 2.56 -2.23  0.38
H4 -0.30 4.07 -1.59  0.41
H5 -2.42 4.33 -2.68  0.54
H6 -4.70 3.42 -3.14  0.44
H7 -5.20 1.06 -2.46  0.51
H8 -3.38 -0.28 -1.43  0.64
H9 1.78 2.66 1.06  0.56
H10 1.68 3.98 -0.10  0.41
H11 3.73 3.76 -1.29  0.53
H12 5.24 2.38 -2.71  0.44
H13 4.67 -0.04 -3.06  0.56
H14 2.62 -0.94 -1.99  0.57
H15 -3.14 4.18 1.72  0.52
H16 -5.11 2.91 2.55  0.45
H17 -5.00 0.41 2.57  0.47
H18 -2.92 -0.68 1.75  0.52
C19 -2.53 -2.79 -2.76  -1.25
C20 -1.17 -3.33 -2.42  1.09
N5 -0.73 -4.36 -3.11  -0.64
C21 0.46 -4.90 -2.78  -1.33
C22 1.26 -4.42 -1.76  1.11
C23 2.55 -5.15 -1.47  -0.96
O1 2.66 -5.59 -0.13  -0.52
C24 0.83 -3.27 -1.05  0.79
C25 1.72 -2.75 0.01  -1.77
N6 1.60 -1.65 0.65  0.40
C26 2.66 -1.31 1.54  -0.12
C27 3.99 -1.47 1.16  0.21
C28 5.02 -1.11 2.01  -1.03
C29 4.74 -0.56 3.25  -0.64
C30 3.42 -0.37 3.64  -0.57
C31 2.39 -0.73 2.78  0.00
I1 0.43 -0.45 3.40  0.21
C32 -0.42 -2.70 -1.38  -0.14
O2 -0.89 -1.63 -0.82  -0.88
H19 -2.99 -3.41 -3.52  0.41
H20 -2.47 -1.75 -3.11  0.06
H21 -3.17 -2.77 -1.88  0.41
H22 0.76 -5.77 -3.34  0.36
H23 3.42 -4.50 -1.64  0.31
H24 2.65 -5.99 -2.17  0.40
H25 1.97 -6.24 0.05  0.35
H26 2.56 -3.40 0.25  1.05
H27 4.22 -1.88 0.19  0.48
H28 6.05 -1.25 1.70  0.42
H29 5.54 -0.27 3.92  0.43
H30 3.19 0.06 4.60  0.44
N7 0.54 -2.60 -6.59  -0.18
C33 0.10 -2.10 -5.22  -0.11
C34 0.61 -0.71 -4.88  -0.97
N8 0.07 -0.25 -3.62  -0.07
H31 0.21 -3.55 -6.75  0.38
H32 1.56 -2.61 -6.67  0.36
H33 0.18 -2.01 -7.34  0.36
H34 0.45 -2.86 -4.51  -0.07
H35 -0.99 -2.15 -5.23  0.26
H36 0.34 0.00 -5.67  0.61
H37 1.70 -0.71 -4.83  0.38
H38 0.26 -0.91 -2.87  -0.39
H39 -0.93 -0.10 -3.64  0.22

Output
E_LUMO = -0.186 hartree
net charge = +2
E_tot = -78437.9540 eV
relative energy (zero: lowest compared OMol25 entry of this formula, charge and spin) = 1.164 eV
Kohn-Sham gap = 7.453 eV
2S+1 = 1



C3H2FN | ωB97M-V/def2-TZVPD

Last column: Mulliken charge in e.
Atoms and positions in Å:
C1 1.07 -0.36 1.95  -0.28
C2 1.44 0.71 2.35  0.09
F1 1.63 1.94 2.66  -0.24
H1 0.72 -1.16 1.57  0.43
C3 0.61 0.06 -1.51  0.01
N1 -0.41 -0.38 -1.37  -0.30
H2 1.45 0.50 -1.79  0.30

Output
E_LUMO = 0.027 hartree
structure (SMILES) = C#CF.C#N
E_tot = -7346.5556 eV
relative energy (zero: lowest compared OMol25 entry of this formula, charge and spin) = 3.160 eV
Kohn-Sham gap = 11.370 eV
2S+1 = 1



C4H7NO | ωB97M-V/def2-TZVPD

Last column: Mulliken charge in e.
Atoms and positions in Å:
N1 1.62 -1.14 -1.97  -0.44
C1 1.28 -0.23 -1.33  0.25
C2 0.81 0.89 -0.51  -0.35
C3 -0.65 0.71 -0.07  -0.62
C4 -0.88 -0.64 0.60  -0.50
O1 0.09 -0.80 1.63  -0.51
H1 1.46 0.94 0.37  0.25
H2 0.93 1.82 -1.07  0.31
H3 -0.89 1.51 0.64  0.31
H4 -1.32 0.80 -0.92  0.31
H5 -1.90 -0.68 1.01  0.30
H6 -0.79 -1.44 -0.15  0.38
H7 0.23 -1.74 1.77  0.30

Output
E_LUMO = 0.030 hartree
structure (SMILES) = N#CCCCO
E_tot = -7798.6341 eV
relative energy (zero: lowest compared OMol25 entry of this formula, charge and spin) = 1.010 eV
Kohn-Sham gap = 11.589 eV
2S+1 = 1



C39H25F5N6O7S4Ti | ωB97M-V/def2-TZVPD

Last column: Mulliken charge in e.
Atoms and positions in Å:
Ti1 0.66 0.80 0.33  0.10
F1 -1.47 -1.35 6.69  -0.37
C1 -0.94 -0.64 5.70  1.02
C2 -1.72 -0.22 4.64  0.02
F2 -3.01 -0.48 4.62  -0.39
C3 -1.14 0.52 3.62  0.17
F3 -1.93 0.92 2.63  -0.21
C4 0.21 0.87 3.63  0.40
S1 0.96 1.89 2.40  -0.64
C5 0.95 0.45 4.72  0.12
F4 2.24 0.80 4.83  -0.48
C6 0.40 -0.30 5.74  0.20
F5 1.15 -0.68 6.78  -0.38
O1 -3.03 4.66 -1.32  -0.70
C7 -3.73 3.54 -1.05  0.48
C8 -5.11 3.60 -1.20  -0.62
C9 -5.89 2.50 -0.93  -0.37
C10 -5.30 1.30 -0.51  -1.08
C11 -3.93 1.23 -0.37  -0.66
C12 -3.13 2.34 -0.65  0.34
C13 -1.67 2.21 -0.49  0.92
O2 -1.20 1.05 -0.13  -0.23
N1 -0.89 3.23 -0.70  -0.61
N2 0.45 2.91 -0.44  0.65
C14 1.23 3.92 -0.52  -0.03
S2 0.62 5.52 -0.89  -0.12
C15 2.26 6.28 -1.05  -0.53
C16 3.18 5.60 -0.05  -0.74
S3 2.95 3.81 -0.22  0.08
H1 -2.08 4.48 -1.14  0.57
H2 -5.55 4.54 -1.51  0.45
H3 -6.96 2.56 -1.04  0.39
H4 -5.92 0.44 -0.29  0.45
H5 -3.46 0.32 -0.03  0.52
H6 2.15 7.34 -0.84  0.48
H7 2.62 6.15 -2.07  0.23
H8 2.93 5.90 0.97  0.32
H9 4.22 5.82 -0.25  0.45
C17 -1.28 4.83 -3.98  -0.23
O3 -0.97 4.29 -5.26  -0.47
C18 0.22 3.67 -5.40  0.53
C19 0.42 3.01 -6.61  -0.82
C20 1.58 2.30 -6.83  -0.07
C21 2.56 2.22 -5.84  -0.81
C22 2.40 2.94 -4.67  -0.06
C23 1.23 3.67 -4.44  0.34
N3 3.66 1.36 -6.18  -0.38
N4 4.19 0.59 -5.37  -0.64
C24 3.73 0.52 -4.01  0.13
C25 4.66 0.72 -3.03  -0.57
C26 4.31 0.81 -1.67  -0.69
C27 2.99 0.71 -1.32  0.11
O4 2.51 0.86 -0.08  -0.41
C28 2.03 0.41 -2.31  1.47
N5 0.76 0.30 -1.85  0.55
C29 -0.20 -0.01 -2.69  -0.38
C30 0.06 -0.25 -4.05  -1.21
C31 1.33 -0.11 -4.54  -0.80
C32 2.38 0.26 -3.66  -0.01
H10 -2.31 5.18 -4.05  0.27
H11 -0.62 5.67 -3.74  0.31
H12 -1.20 4.08 -3.20  0.02
H13 -0.36 3.05 -7.36  0.45
H14 1.74 1.78 -7.77  0.47
H15 3.17 2.93 -3.90  0.62
H16 1.11 4.20 -3.51  0.03
H17 5.69 0.85 -3.33  0.43
H18 5.06 1.00 -0.92  0.54
H19 -1.19 -0.09 -2.28  0.80
H20 -0.76 -0.53 -4.70  0.46
H21 1.54 -0.29 -5.58  0.61
O5 -0.97 -4.95 2.46  -0.71
S4 -0.92 -3.65 3.05  1.25
O6 -1.85 -3.29 4.08  -0.60
N6 -0.98 -2.49 1.85  -0.54
C33 0.14 -1.86 1.81  -0.20
O7 0.40 -0.90 0.96  -0.28
C34 1.20 -2.26 2.77  0.84
C35 2.47 -1.74 2.93  -0.23
C36 3.26 -2.28 3.94  -0.68
C37 2.78 -3.30 4.75  -0.55
C38 1.50 -3.82 4.58  -0.68
C39 0.74 -3.27 3.58  -0.25
H22 2.83 -0.93 2.31  0.53
H23 4.25 -1.89 4.11  0.43
H24 3.41 -3.69 5.54  0.40
H25 1.12 -4.61 5.22  0.48

Output
E_LUMO = -0.052 hartree
E_tot = -144168.1798 eV
relative energy (zero: lowest compared OMol25 entry of this formula, charge and spin) = 0.000 eV
Kohn-Sham gap = 6.954 eV
2S+1 = 1